Entry from the Open Molecules 2025 dataset: a molecular structure, C6H10OS (ωB97M-V with the def2-TZVPD basis set).

Properties
HOMO level = -0.321 Ha
frontier orbital gap = 9.0 eV
spin multiplicity = 1
relative energy (zero: lowest compared OMol25 entry of this formula, charge and spin) = 147.6 kcal/mol
LUMO = 0.2557 eV
max |F| = 0.129 hartree/bohr

Element x y z (Å)
C  1.96  -0.48  -0.36
C  0.59  0.13  0.00
C  -0.59  0.18  -1.12
C  -1.44  -0.60  -0.19
C  -0.37  -0.69  0.94
C  0.54  1.46  0.49
H  2.44  -1.22  0.68
H  2.00  -1.39  -1.21
H  2.83  0.31  -0.82
H  -0.38  -0.43  -1.84
H  -1.05  1.15  -1.45
H  -2.04  -1.60  -0.28
H  -2.15  1.28  0.97
H  -0.09  -1.78  0.88
H  -0.53  -0.54  2.11
H  1.20  1.34  1.35
O  0.05  2.51  -0.10
S  -2.97  0.35  -0.05